No. 1
Computed, not measured: C4H6NP in the gas phase, with the ωB97M-V functional and the def2-TZVPD basis.

XYZ file:
```
12
Properties=species:S:1:pos:R:3:forces:R:3
C -0.025 1.153 0.257 -0.246 -0.127 -0.199
C -1.353 1.158 0.190 -1.429 0.704 0.525
C -0.277 -1.151 -0.014 -2.231 -0.443 -0.709
C 0.544 -0.123 0.019 5.122 -2.637 1.046
N 2.117 -0.558 0.161 -4.218 1.592 0.410
P -1.990 -0.509 0.077 0.964 -0.517 2.587
H 0.573 1.903 0.636 1.099 1.887 0.284
H -2.041 1.989 0.433 0.784 -0.357 -0.310
H -0.006 -2.187 0.074 0.090 -0.178 -0.319
H 2.147 -1.414 -0.366 0.248 -0.128 -0.269
H 2.672 0.139 -0.285 0.489 0.419 -0.476
H -2.361 -0.401 -1.184 -0.672 -0.215 -2.571
```
Positions in Å, forces in eV/Å.

Its SMILES is NC1=CC=[PH]=C1. The largest force on an atom is 5.86 eV/A. For the HOMO energy, the calculation gives -8.7 eV. The LUMO energy is 0.675 eV. The relative energy (zero: lowest compared OMol25 entry of this formula, charge and spin) comes out at 122.95 kJ/mol.



No. 2
Computed, not measured: C25H20N2O6S in the gas phase, with the ωB97M-V functional and the def2-TZVPD basis.

XYZ file:
```
54
Properties=species:S:1:pos:R:3:forces:R:3
C -7.620 -1.929 -1.117 0.075 -0.074 -0.134
C -7.518 -0.438 -1.110 0.065 -0.005 0.057
C -8.411 0.331 -1.849 0.050 0.050 0.012
C -8.377 1.712 -1.822 -0.040 0.068 -0.033
C -7.445 2.363 -1.032 -0.037 0.041 0.020
C -6.540 1.622 -0.297 0.031 -0.086 -0.006
C -6.557 0.232 -0.350 -0.162 0.147 -0.295
N -5.605 -0.460 0.434 -0.409 0.326 0.329
C -4.742 -1.395 -0.025 0.399 -0.252 0.417
O -4.715 -1.840 -1.149 0.099 -0.053 -0.221
C -3.751 -1.871 1.059 -0.235 -0.207 -0.168
N -2.594 -0.996 1.122 -0.342 -0.370 -0.107
C -2.685 0.263 1.634 0.533 0.250 0.015
O -3.669 0.770 2.107 -0.154 0.107 0.171
S -1.106 1.076 1.515 0.045 0.153 0.046
C -0.371 -0.342 0.795 0.892 0.392 -0.085
C 0.914 -0.496 0.401 -0.820 -0.411 0.061
C 1.959 0.457 0.468 -0.195 1.282 0.557
C 2.018 1.767 0.918 -0.278 -0.985 -0.286
C 3.332 2.199 0.710 0.599 -0.523 -0.340
C 4.015 1.135 0.148 -0.283 1.061 0.408
C 5.403 0.940 -0.243 0.326 -0.341 -0.142
C 5.905 -0.359 -0.186 0.178 -0.027 -0.013
C 7.222 -0.637 -0.525 -0.033 0.348 -0.058
C 8.056 0.399 -0.937 -0.119 -0.170 0.059
C 7.555 1.683 -1.014 -0.007 -0.015 0.033
C 6.238 1.983 -0.679 -0.080 -0.164 -0.005
C 5.758 3.392 -0.821 0.029 0.032 0.013
H 5.787 3.900 0.143 -0.061 0.115 0.050
H 6.401 3.941 -1.505 0.014 0.044 -0.015
H 4.737 3.423 -1.194 -0.061 0.078 -0.017
H 8.200 2.482 -1.350 0.038 0.082 -0.044
H 9.081 0.191 -1.198 0.078 0.002 -0.029
C 7.695 -2.035 -0.429 -0.185 -0.564 0.175
O 7.027 -2.960 -0.041 -0.022 0.085 -0.022
O 8.971 -2.192 -0.818 0.459 0.176 -0.186
H 9.224 -3.124 -0.733 -0.290 0.098 0.081
H 5.270 -1.171 0.134 -0.020 -0.064 0.024
O 3.180 0.090 0.012 0.064 -0.302 -0.175
H 3.728 3.155 0.976 0.167 0.169 -0.004
H 1.215 2.334 1.341 -0.146 0.117 0.083
H 1.174 -1.461 -0.017 -0.071 -0.086 -0.015
C -1.350 -1.422 0.661 0.148 -0.435 -0.136
O -1.140 -2.531 0.241 -0.046 0.048 -0.006
H -4.235 -1.906 2.038 0.096 -0.007 -0.070
H -3.372 -2.856 0.776 -0.156 0.187 0.061
H -5.343 0.015 1.293 0.058 -0.259 -0.132
H -5.804 2.114 0.323 0.101 0.048 0.035
H -7.420 3.441 -0.989 0.007 0.089 0.007
H -9.085 2.281 -2.406 -0.062 0.045 -0.051
H -9.155 -0.173 -2.449 -0.069 -0.069 -0.044
H -8.566 -2.245 -1.551 -0.089 -0.021 0.036
H -6.804 -2.359 -1.697 -0.065 -0.063 0.028
H -7.543 -2.322 -0.104 -0.011 -0.086 0.058
```
Positions in Å, forces in eV/Å.

Its SMILES is Cc1ccccc1NC(=O)CN1C(=O)S/C(=C\c2ccc(-c3cc(C(=O)O)ccc3C)o2)C1=O. The largest force on an atom is 1.41 eV/A. For the HOMO energy, the calculation gives -8.2 eV. The LUMO energy is -0.907 eV. The relative energy (zero: lowest compared OMol25 entry of this formula, charge and spin) comes out at 10.80 kJ/mol.



No. 3
Computed, not measured: a molecular structure, C18H52BBaN4O6, with the ωB97M-V functional and the def2-TZVPD basis.

XYZ file:
```
82
Properties=species:S:1:pos:R:3:forces:R:3
Ba 0.531 -0.503 0.456 0.264 0.017 0.301
O -7.594 -5.136 2.172 -0.734 3.890 -2.464
C -7.740 -4.094 1.192 0.878 -4.064 1.904
C -6.609 -2.914 1.107 4.897 0.629 0.455
O -5.257 -3.262 1.360 -3.334 0.324 -0.232
H -8.708 -3.600 1.102 -0.266 0.281 0.612
H -7.552 -4.593 0.242 0.269 0.082 -0.514
H -6.902 -2.076 1.739 -0.550 -0.352 1.250
H -6.544 -2.376 0.161 -1.005 -0.704 -1.054
B 4.246 -0.045 3.557 -0.149 0.003 -0.006
H 4.360 0.287 2.536 0.948 1.554 -4.369
H 3.877 -1.055 3.476 -1.563 -4.350 -0.113
H 5.139 -0.008 4.162 3.594 0.217 2.170
H 3.470 0.580 3.969 -3.229 2.551 1.938
C 4.141 -6.978 0.581 0.046 -0.024 -0.857
C 4.433 -6.093 -0.669 1.088 -0.470 0.429
C 5.304 -6.814 -1.794 -0.341 0.353 0.820
O 5.394 -5.934 -2.902 -0.337 0.177 -0.619
C 5.863 -6.527 -4.101 0.682 -0.460 0.398
N 3.178 -5.659 -1.247 0.232 -0.562 -0.066
H 5.000 -7.368 1.128 0.216 0.367 -0.124
H 3.601 -7.862 0.243 -0.097 -0.200 -0.187
H 3.455 -6.495 1.276 0.241 0.334 -0.084
H 4.920 -5.151 -0.415 0.543 -0.229 0.338
H 4.823 -7.746 -2.090 -0.399 -0.195 -0.088
H 6.311 -7.093 -1.486 0.201 0.130 0.397
H 5.273 -7.361 -4.482 -0.684 0.070 0.170
H 6.835 -6.986 -3.925 0.403 0.092 0.072
H 5.990 -5.798 -4.901 -0.251 0.256 0.345
H 3.520 -5.341 -2.142 -0.698 0.470 -0.584
H 2.732 -6.546 -1.431 -0.866 -0.064 -0.365
C -4.596 2.762 6.988 -0.833 0.984 0.378
C -3.802 3.423 5.860 0.340 -0.693 0.282
C -2.841 4.556 6.382 -2.134 -1.156 -0.047
O -3.603 5.459 7.192 1.324 0.078 0.713
C -4.662 6.166 6.628 -0.375 -0.429 -1.123
N -3.028 2.329 5.296 1.096 -0.096 -0.629
H -5.223 1.971 6.576 -0.213 0.188 -0.115
H -5.202 3.493 7.524 -0.282 -0.138 0.094
H -3.994 2.258 7.744 0.515 0.230 -0.087
H -4.471 3.778 5.076 -0.086 0.219 0.093
H -2.285 5.086 5.609 -0.045 -0.160 -0.172
H -2.185 3.967 7.022 0.370 0.697 0.290
H -4.666 6.149 5.538 0.291 -0.136 -0.327
H -4.662 7.230 6.866 0.124 -0.123 0.589
H -5.596 5.674 6.900 -0.296 0.312 0.275
H -3.595 1.667 4.787 -0.312 0.256 -0.354
H -2.720 1.766 6.076 0.519 -0.046 0.116
C 3.813 -0.228 -6.488 -1.641 -0.208 -0.915
C 2.590 -0.327 -5.524 0.213 -1.657 0.002
C 1.441 -1.368 -5.927 0.599 2.533 0.048
O 0.348 -1.269 -4.987 1.708 0.747 -0.251
C -0.726 -2.088 -5.323 0.152 -0.339 -0.888
N 3.086 -0.790 -4.229 -0.111 0.766 0.347
H 4.324 -1.180 -6.633 0.030 -0.071 0.235
H 4.534 0.546 -6.222 -0.141 -0.084 0.406
H 3.414 0.058 -7.461 0.185 0.075 -0.365
H 2.155 0.671 -5.480 -0.207 -0.090 0.427
H 1.900 -2.343 -6.089 -0.271 -0.464 0.530
H 1.111 -1.010 -6.902 -0.419 -0.220 -0.311
H -1.658 -1.809 -4.832 0.422 -0.044 0.625
H -0.391 -3.108 -5.132 -0.710 -0.392 -0.006
H -0.952 -1.955 -6.381 -0.030 -0.297 -0.404
H 3.490 -1.703 -4.383 -0.014 -0.354 0.092
H 3.886 -0.204 -4.036 0.208 0.105 0.540
C 0.756 6.822 0.168 0.489 -0.243 -0.069
C 0.230 5.417 -0.043 -1.279 -0.914 0.582
C -1.244 5.483 -0.524 0.629 -1.956 -1.623
O -1.719 4.131 -0.846 0.105 1.022 0.093
C -2.987 4.074 -1.503 0.121 0.200 0.495
N 1.140 4.608 -0.904 -0.762 1.018 0.234
H 0.176 7.521 0.771 -0.346 -0.249 -0.061
H 0.903 7.226 -0.834 0.211 0.436 0.081
H 1.709 6.692 0.680 0.236 0.409 -0.175
H 0.313 4.831 0.873 -0.595 0.321 0.446
H -1.230 5.973 -1.498 0.029 0.565 -0.164
H -1.931 6.046 0.108 0.137 -0.213 0.454
H -3.029 3.255 -2.221 0.263 -0.384 0.439
H -3.261 4.932 -2.118 0.421 0.586 0.136
H -3.751 3.977 -0.732 -0.288 -0.210 -0.150
H 2.022 4.866 -0.484 0.670 -0.478 -0.103
H 1.177 5.068 -1.803 -0.020 -0.022 -0.576
```
Positions in Å, forces in eV/Å.

The charge is -1. The largest force on an atom is 4.96 eV/A. For the HOMO energy, the calculation gives -2.4 eV. The LUMO energy is -0.438 eV.



No. 4
Computed, not measured: C3H10N2 in the gas phase, with the ωB97M-V functional and the def2-TZVPD basis.

XYZ file:
```
15
Properties=species:S:1:pos:R:3:forces:R:3
N -0.230 1.836 0.371 -0.317 0.810 -0.173
N 1.652 -0.916 -0.313 0.428 -1.419 -1.428
C -0.781 0.643 1.003 0.527 2.622 0.419
C 0.316 -0.842 -0.949 1.973 -0.918 2.354
C -0.732 -0.542 0.097 -2.023 -1.625 0.228
H 0.482 1.485 -0.232 0.615 0.521 -0.742
H -0.940 2.316 -0.151 0.041 0.195 -0.593
H 1.819 -0.472 0.542 0.035 0.536 1.083
H 2.465 -1.417 -0.699 -1.215 0.574 0.200
H -0.113 0.696 1.879 -0.841 -1.505 0.331
H -1.846 0.928 1.243 1.142 -0.849 0.350
H 0.384 -0.079 -1.641 -0.435 1.682 -1.805
H 0.087 -1.769 -1.485 -0.067 0.076 0.290
H -1.674 -0.498 -0.454 -0.143 -0.051 -0.215
H -0.890 -1.370 0.790 0.281 -0.648 -0.297
```
Positions in Å, forces in eV/Å.

Its SMILES is NCCCN. The largest force on an atom is 3.21 eV/A. For the HOMO energy, the calculation gives -8.7 eV. The LUMO energy is 1.090 eV. The relative energy (zero: lowest compared OMol25 entry of this formula, charge and spin) comes out at 122.72 kJ/mol.